# C34H47FIrN6O8P2Te

C34H47FIrN6O8P2Te as an isolated structure (ωB97M-V with the def2-TZVPD basis set, the OMol25 dataset).

Calculated values
energy above the lowest of the compared OMol25 structures with the same formula, charge and spin: 0.000 eV
charge: +1
gap between HOMO and LUMO (alpha / beta): 7.020 / 6.957 eV
highest occupied orbital energy (alpha / beta): -10.54 / -10.09 eV

Each line ends with the Löwdin charge.
Element x y z (Å)
Ir1 0.51795 0.08669 -0.31312  1.299
Te1 -0.07476 2.38018 -2.07105  1.608
P1 -2.01985 -1.75911 -1.28264  0.527
P2 -0.70858 -2.54878 1.24916  0.519
F1 6.66122 -0.75966 2.41975  0.082
O1 -1.67545 -2.76232 -0.05699  -0.247
O2 -0.45571 -1.08595 1.41738  -0.310
O3 1.70144 -2.58495 -1.85241  0.007
O4 2.81598 1.81647 -1.96465  -0.032
O5 -1.19549 2.15049 2.83912  0.073
O6 -0.84689 -0.86741 -1.57552  -0.417
O7 -0.41898 1.54407 0.85504  -0.287
O8 2.14298 0.41526 0.88380  -0.153
N1 -2.34525 -2.68891 -2.57098  -0.279
N2 -3.37104 -0.95151 -0.85063  -0.274
N3 2.00963 -0.31254 -1.68036  -0.053
N4 2.37003 1.75555 4.72274  0.027
N5 -1.55654 -3.14907 2.50699  -0.287
N6 0.59298 -3.48440 1.00690  -0.282
C1 3.37360 0.66834 2.82892  -0.039
C2 -4.44630 -1.66580 -0.16068  -0.093
C3 -1.78465 2.38302 -4.48466  -0.278
C4 4.81390 1.56020 6.25929  -0.124
C5 2.14122 0.84609 2.07913  -0.258
C6 -3.68825 -3.07242 -2.98689  -0.082
C7 -2.58178 2.39697 -6.75865  -0.075
C8 1.05398 1.45120 2.74319  -0.019
C9 -1.28630 -3.57543 -3.05680  -0.069
C10 2.39923 2.18997 6.14048  -0.297
C11 -0.63935 1.69581 -4.88963  -0.270
C12 4.01246 -0.07676 -2.92318  -0.065
C13 5.73387 0.35979 4.25869  0.068
C14 -1.96440 2.74177 -3.03124  -0.372
C15 3.54783 -1.52286 -3.01667  -0.067
C16 -2.73774 -2.43215 2.97591  -0.084
C17 -0.30601 1.71289 2.13546  -0.599
C18 3.47549 1.14235 4.14466  -0.060
C19 4.46420 0.01928 2.23238  0.079
C20 -3.26491 0.44834 -0.42770  -0.071
C21 4.68138 1.00083 4.86807  -0.121
C22 -2.74392 2.74149 -5.42775  -0.038
C23 -0.49292 1.33762 -6.22652  -0.037
C24 -1.45700 1.68541 -7.15692  -0.075
C25 2.91198 0.61953 -2.14748  -0.539
C26 3.80071 2.67290 6.47882  -0.129
C27 1.90373 1.06022 7.03473  -0.019
C28 -1.48017 -4.53414 2.94843  -0.079
C29 0.55346 -4.68318 0.17115  -0.083
C30 0.41806 1.35154 -3.87310  -0.373
C31 1.93840 -2.97787 1.27723  -0.068
C32 2.31955 -1.57168 -2.12849  -0.489
C33 5.60685 -0.13239 2.96083  -0.251
C34 1.23252 1.86722 4.04044  0.052
H1 2.46428 0.14105 6.86110  0.087
H2 -2.71347 -1.39827 2.63460  0.076
H3 -3.32687 2.68902 -7.48662  0.107
H4 1.02685 -5.51484 0.69844  0.092
H5 -2.74248 -2.42302 4.06681  0.094
H6 -4.35560 -2.74342 -0.28882  0.081
H7 -3.99202 -4.02401 -2.53990  0.093
H8 -2.53418 0.96427 -1.03584  0.018
H9 0.85103 0.85054 6.84490  0.086
H10 -3.62262 3.29258 -5.11443  0.118
H11 -2.96445 0.53571 0.61962  0.089
H12 1.08668 -4.49833 -0.76241  0.073
H13 4.66830 0.76193 6.99187  0.124
H14 2.47702 -2.85262 0.33625  0.076
H15 0.42340 0.28406 -3.64417  0.054
H16 1.41577 1.65235 -4.18576  0.068
H17 -1.59381 -4.56434 4.03291  0.091
H18 -1.45661 -4.60183 -2.71774  0.093
H19 -5.41102 -1.35187 -0.56257  0.097
H20 -1.32862 1.41351 -8.19626  0.107
H21 -4.42555 -1.44294 0.90787  0.075
H22 6.67865 0.24159 4.77408  0.139
H23 2.47086 -3.68465 1.91710  0.095
H24 4.27515 -2.25367 -2.66709  0.125
H25 4.93834 0.03087 -2.35648  0.129
H26 -4.23789 0.92175 -0.56553  0.102
H27 -0.31085 -3.23791 -2.71259  0.055
H28 1.88478 -2.01655 1.78721  0.066
H29 2.01183 1.33737 8.08354  0.094
H30 -2.77637 2.19413 -2.55741  0.044
H31 -0.47210 -4.96610 -0.05688  0.079
H32 -2.16429 3.80470 -2.89897  0.063
H33 3.81464 3.02044 7.51148  0.127
H34 -3.69394 -3.18382 -4.07141  0.094
H35 4.04635 3.52599 5.84216  0.132
H36 -3.65677 -2.91332 2.62859  0.086
H37 0.39433 2.33128 4.54644  0.155
H38 -0.51356 -4.96176 2.69605  0.074
H39 4.15794 0.42430 -3.87864  0.126
H40 1.70822 3.03102 6.19916  0.150
H41 3.25262 -1.82005 -4.02385  0.127
H42 -4.40646 -2.30006 -2.72696  0.074
H43 4.39245 -0.33666 1.21497  0.134
H44 -1.29109 -3.56119 -4.14745  0.096
H45 0.38794 0.78960 -6.53966  0.117
H46 5.82845 1.93121 6.40363  0.127
H47 -2.27244 -5.14339 2.50243  0.093


# C22H49N2O14P2S

A 4-piece molecular cluster, C22H49N2O14P2S overall (ωB97M-V with the def2-TZVPD basis set, the OMol25 dataset).

Calculated values
charge: +1
gap between HOMO and LUMO: 5.169 eV
highest occupied orbital energy: -10.46 eV

Each line ends with the Löwdin charge.
Element x y z (Å)
S1 -7.51651 1.20168 1.93082  0.442
P1 -7.24433 0.21190 0.32173  0.156
P2 -0.95666 -0.70275 0.32949  0.414
O1 2.25853 -4.67397 2.36534  -0.189
O2 -0.31840 0.66658 0.73287  -0.058
O3 -3.81489 6.08530 -1.64159  -0.191
O4 -7.72707 0.94526 -0.97890  -0.131
O5 -2.75830 3.23439 -1.96784  -0.152
O6 4.70210 0.57924 0.25559  -0.185
O7 -0.36308 -1.10854 -1.08269  -0.084
O8 2.84482 -7.85678 3.51758  -0.198
O9 2.70774 2.20072 -1.48016  -0.148
O10 0.27369 -6.26358 4.07780  -0.125
O11 -0.74996 -1.72466 1.34488  -0.219
O12 -7.90799 -1.22428 0.26543  -0.152
O13 5.52232 2.22705 -2.66406  -0.194
O14 -0.60500 5.38136 -2.42565  -0.190
N1 -4.64991 0.39644 0.99897  0.053
N2 -3.35370 0.27581 1.07671  0.168
C1 -2.84880 4.04425 -0.79675  -0.186
C2 -0.86847 4.23411 -3.20768  -0.203
C3 -2.77297 -0.49437 0.17175  -0.202
C4 3.39139 0.24459 -0.14336  -0.214
C5 0.57231 -7.18947 3.04532  -0.187
C6 4.85852 0.62399 1.65777  -0.101
C7 -3.52558 -1.11212 -0.83268  0.035
C8 1.53768 -4.22739 3.50340  -0.197
C9 1.28817 -5.35539 4.47774  -0.182
C10 -4.03197 4.98648 -0.78421  -0.212
C11 0.72092 5.42079 -1.94038  -0.101
C12 -5.46016 -0.15575 0.11322  -0.229
C13 -4.88731 -0.95722 -0.87521  0.032
C14 3.63095 -8.59967 4.42272  -0.110
C15 4.65059 3.32871 -2.49608  -0.203
C16 3.04183 0.81899 -1.49742  -0.180
C17 1.93940 -3.94852 1.20376  -0.121
C18 5.86654 1.99038 -4.01201  -0.107
C19 3.76100 3.13928 -1.29005  -0.176
C20 1.50457 -8.30734 3.45214  -0.208
C21 -2.33544 3.87022 -3.17402  -0.176
C22 -5.00446 6.60723 -2.19588  -0.101
H1 4.60883 -8.12544 4.47260  0.088
H2 -5.57242 5.82696 -2.71621  0.087
H3 2.12406 0.32327 -1.82943  0.112
H4 -0.38931 -7.64517 2.79775  0.126
H5 4.97118 1.86599 -4.63235  0.087
H6 -4.16670 5.36347 0.23957  0.132
H7 6.44339 1.06864 -4.04503  0.090
H8 -0.58585 4.44042 -4.24865  0.133
H9 4.02657 3.46669 -3.38688  0.125
H10 5.25189 4.23523 -2.34517  0.133
H11 1.44065 5.53202 -2.75848  0.094
H12 -7.92090 -1.59826 1.15940  0.099
H13 0.96117 4.51419 -1.37117  0.072
H14 -5.49037 -1.42499 -1.63417  0.135
H15 -0.01262 1.21271 -0.01003  0.105
H16 -3.02971 -1.72775 -1.56439  0.126
H17 -4.93537 4.43725 -1.07902  0.122
H18 4.14393 1.32043 2.11194  0.088
H19 1.43928 -9.10939 2.70360  0.129
H20 4.34841 2.89861 -0.40280  0.126
H21 3.32024 -0.85167 -0.19698  0.126
H22 2.44556 -4.42460 0.36476  0.090
H23 3.75521 -9.63521 4.08677  0.089
H24 -4.72070 7.36977 -2.91722  0.092
H25 -2.96341 4.73018 -3.40496  0.123
H26 6.47602 2.80528 -4.41699  0.091
H27 3.25752 4.09165 -1.10721  0.112
H28 -5.09862 0.99134 1.70929  0.103
H29 2.27867 -2.90826 1.28819  0.078
H30 1.18409 -8.70722 4.42128  0.128
H31 -0.27470 3.38291 -2.84930  0.122
H32 0.80141 6.28105 -1.27959  0.094
H33 0.93899 -6.68380 2.14962  0.120
H34 0.85898 -3.95979 1.01860  0.072
H35 0.57811 -3.79202 3.20238  0.120
H36 -5.63594 7.06323 -1.42622  0.092
H37 -0.75806 -1.93116 -1.39364  0.092
H38 -2.98083 3.32481 0.01878  0.110
H39 -1.91410 4.57337 -0.60785  0.124
H40 -2.50007 3.12369 -3.95423  0.126
H41 3.18823 -8.59585 5.42532  0.088
H42 4.73140 -0.36833 2.10445  0.089
H43 -7.59100 0.48211 -1.81916  0.108
H44 2.21546 -5.87671 4.72114  0.122
H45 3.81640 0.59816 -2.23291  0.126
H46 0.91002 -4.90431 5.39794  0.128
H47 2.65546 0.60975 0.58672  0.117
H48 5.86649 0.97689 1.86252  0.091
H49 2.13096 -3.45308 4.00903  0.129


# C4H11OS2

C4H11OS2 as an isolated structure (ωB97M-V with the def2-TZVPD basis set, the OMol25 dataset).

Calculated values
energy above the lowest of the compared OMol25 structures with the same formula, charge and spin: 0.776 eV
charge: -1
gap between HOMO and LUMO: 6.507 eV
highest occupied orbital energy: -2.93 eV

Each line ends with the natural charge from an NBO analysis.
Element x y z (Å)
S1 1.83947 0.39756 -2.21310  -0.006
S2 0.08330 1.35990 -1.75410  -0.557
O1 0.08828 0.80587 1.01278  -0.851
C1 -0.26435 -0.56744 1.26381  -0.050
C2 -2.47816 -0.21062 0.22216  -0.606
C3 -1.23989 -1.08908 0.21711  -0.446
C4 2.92381 0.80542 -0.81913  -0.768
H1 -2.41243 0.71153 -0.40655  0.226
H2 -3.37187 -0.77808 -0.07872  0.178
H3 0.61781 -1.17738 1.19821  0.135
H4 2.43733 0.49212 0.12708  0.236
H5 3.84787 0.18254 -0.99456  0.197
H6 -0.72322 -0.97339 -0.75369  0.230
H7 3.21627 1.89548 -0.78824  0.200
H8 -1.49894 -2.13755 0.35298  0.177
H9 0.23992 0.95295 -0.15087  0.384
H10 -0.66263 -0.74900 2.29406  0.131
H11 -2.64259 0.07917 1.27076  0.190


> charge of number 1 (C34H47FIrN6O8P2Te)?

+1


> The lowest charge belongs to which entry?

C4H11OS2


> Number 2 is which compound?

C22H49N2O14P2S


> Which of these has the lowest charge?

C4H11OS2